C17H28ClIN2O6P | the ωB97M-V functional and the def2-TZVPD basis

```
56
Properties=species:S:1:pos:R:3:forces:R:3
O 0.267 -1.384 3.984 0.839 -1.729 0.477
C -0.061 -0.343 3.555 -1.012 2.007 -0.623
C 0.546 0.257 2.232 -0.542 -1.361 0.407
C 0.299 -0.768 1.126 1.896 1.216 -0.223
N -0.802 -1.307 0.743 0.763 0.752 -0.767
C -2.132 -1.002 1.294 -0.731 0.785 0.434
C -3.203 -0.672 0.223 0.610 -0.233 -0.708
C -3.659 -1.861 -0.682 -0.089 -0.006 0.617
C -3.876 -3.216 0.039 -0.103 -0.173 -1.079
O -5.209 -3.360 0.577 0.905 0.583 0.664
C -5.117 -3.171 1.958 -0.607 1.689 -1.819
O -5.101 -4.061 2.698 0.049 -1.886 1.840
C -0.472 -2.284 -0.336 -1.366 -2.378 0.978
C 0.988 -2.715 0.039 -1.506 0.271 -1.631
Cl 0.712 -3.695 1.542 0.719 0.399 -0.121
C 1.621 -3.601 -1.039 2.618 0.084 0.319
C 3.205 -3.680 -0.759 -2.488 -0.431 2.898
C 3.631 -4.906 0.233 1.301 0.388 -1.688
O 3.609 -3.343 0.530 0.933 0.700 -3.368
C 1.529 -1.280 0.305 -1.852 0.045 2.373
P 2.014 -0.191 -1.162 1.316 -0.436 -1.406
O 0.943 -0.444 -2.419 -0.259 0.626 1.798
I 1.647 2.172 -0.541 -0.319 -0.570 0.010
H -0.865 0.233 4.074 0.314 0.190 -0.304
H 0.144 1.254 1.998 0.157 -0.372 0.034
H 1.637 0.269 2.396 -0.490 0.388 -0.164
H -2.449 -1.778 2.016 0.336 0.044 -0.558
H -2.004 -0.087 1.903 0.021 -0.416 -0.316
H -4.058 -0.164 0.704 0.393 -0.399 -0.036
H -2.743 0.078 -0.455 -0.350 -0.146 0.412
H -2.935 -2.021 -1.501 -0.274 0.101 0.366
H -4.614 -1.578 -1.161 0.424 -0.206 0.146
H -3.141 -3.443 0.833 -0.165 0.195 -0.338
H -3.751 -4.010 -0.722 -0.223 0.271 0.445
H -5.091 -2.104 2.281 0.006 -0.228 -0.316
H -1.134 -3.142 -0.109 0.327 0.281 -0.533
H -0.678 -1.982 -1.372 0.389 0.446 0.512
H 1.515 -3.228 -2.071 -0.355 0.064 0.460
H 1.323 -4.653 -0.957 -0.479 0.554 -0.137
H 3.889 -3.454 -1.601 -0.316 -0.270 0.600
H 4.401 -4.958 1.029 -1.278 -1.305 0.626
H 4.413 -5.179 -0.570 0.554 0.893 0.797
H 2.402 -1.234 0.978 -0.142 -0.143 -0.480
H 0.123 0.033 -2.194 0.023 -0.207 -0.620
C 1.070 6.237 -0.760 0.057 0.042 -0.008
O -0.113 5.985 -0.898 0.054 -0.064 -0.070
N 1.787 7.069 -1.539 0.073 -0.159 0.184
C 3.198 7.318 -1.312 -0.186 0.106 -0.193
C 1.120 7.740 -2.643 -0.203 -0.132 0.114
H 1.669 5.780 0.049 0.078 0.057 -0.002
H 3.353 8.382 -1.123 0.146 -0.045 0.019
H 3.765 7.023 -2.197 0.116 0.048 0.079
H 3.556 6.750 -0.455 -0.073 -0.001 -0.010
H 0.300 8.346 -2.258 -0.009 0.012 -0.122
H 0.709 6.995 -3.326 -0.039 0.107 -0.048
H 1.824 8.375 -3.177 0.041 -0.048 0.079
```
Positions in Å, forces in eV/Å.

Net charge = +1
Spin multiplicity = 1
Strongest force on any atom = 0.07475 Eh/bohr
Highest occupied orbital energy = -11.302 eV
Lowest unoccupied orbital energy = -3.88 eV